ORCA calculation (ωB97M-V with the def2-TZVPD basis set) on a structure of composition C49H101HgN5O9 in a non-equilibrium geometry.

Properties
calculated total energy = -3031.81079 hartree
E_HOMO = -7.9 eV
net charge = 0
energy relative to the best compared isomer or geometry (same formula, charge and spin) = 0.0 kcal/mol
LUMO level = 0.44 eV

```
165
Properties=species:S:1:pos:R:3:mulliken_charge:R:1
Hg 0.583 -0.788 -1.143 3.331
C -0.585 1.191 -4.646 -1.664
C -0.162 0.560 -3.352 0.283
O -0.133 -0.708 -3.298 -0.651
O 0.158 1.268 -2.373 -1.161
H 0.318 1.225 -5.264 0.363
H -0.957 2.208 -4.518 0.207
H -1.309 0.581 -5.189 0.370
C -0.856 -0.527 2.764 -1.408
C -0.396 -0.627 1.326 0.701
O 0.874 -0.667 1.083 0.349
O -1.222 -0.648 0.412 -0.702
H -1.030 0.521 3.018 0.277
H -0.088 -0.955 3.396 0.093
H -1.777 -1.104 2.762 0.373
C 2.444 0.391 4.391 -1.328
C 3.909 -0.022 4.244 1.656
C 4.484 -0.222 5.633 -1.518
C 3.969 -1.444 6.397 -0.540
C 4.274 -2.679 5.587 -1.217
C 3.622 -2.605 4.127 1.778
N 4.043 -1.290 3.519 -0.569
O 3.595 -1.202 2.242 0.143
C 4.225 -3.748 3.251 -1.925
C 2.063 -2.810 4.229 -1.575
C 4.821 0.939 3.450 -1.517
H 2.002 -0.289 5.104 0.348
H 1.927 0.395 3.420 -0.023
H 2.405 1.382 4.845 0.513
H 5.553 -0.389 5.541 0.400
H 4.361 0.719 6.170 0.450
H 2.916 -1.281 6.634 0.318
H 4.499 -1.481 7.361 0.424
H 4.015 -3.632 6.066 0.339
H 5.362 -2.699 5.419 0.386
H 3.801 -3.865 2.260 0.162
H 5.296 -3.578 3.132 0.426
H 4.101 -4.695 3.760 0.505
H 1.683 -2.505 5.210 0.388
H 1.470 -2.291 3.475 -0.040
H 1.839 -3.881 4.127 0.554
H 4.330 1.161 2.488 0.022
H 5.778 0.439 3.245 0.383
H 4.957 1.892 3.959 0.420
H 2.628 -1.049 2.150 -0.289
C -5.647 1.818 1.240 -1.703
C -5.453 2.648 -0.025 2.044
C -4.014 2.472 -0.489 -0.847
C -3.692 1.085 -1.029 1.334
C -4.647 0.707 -2.102 -1.831
C -6.150 0.795 -1.739 2.063
N -6.416 2.137 -1.064 0.125
O -7.730 2.209 -0.681 -0.523
C -7.077 0.757 -2.977 -1.933
C -6.598 -0.338 -0.810 -1.719
C -5.833 4.127 0.162 -2.007
H -5.220 2.167 2.171 0.412
H -5.219 0.837 1.100 0.231
H -6.709 1.649 1.424 0.308
H -3.873 3.153 -1.346 -0.084
H -3.239 2.793 0.222 -0.231
H -3.568 0.368 -0.230 0.057
H -2.672 1.242 -1.396 -0.571
H -4.525 -0.292 -2.517 0.618
H -4.527 1.359 -2.969 0.293
H -6.686 -0.005 -3.671 0.382
H -8.068 0.425 -2.634 0.380
H -7.070 1.728 -3.462 0.441
H -6.712 -1.303 -1.306 0.444
H -5.987 -0.466 0.075 0.275
H -7.589 -0.087 -0.412 0.424
H -5.708 4.578 -0.824 0.417
H -5.235 4.658 0.908 0.279
H -6.881 4.209 0.444 0.472
H -8.086 1.643 0.010 0.314
C -1.436 -4.650 1.219 -1.610
C -0.262 -4.916 0.347 2.043
C -0.022 -6.390 0.234 -1.125
C -1.157 -7.062 -0.524 -0.764
C -1.263 -6.531 -1.959 -1.244
C -1.564 -5.016 -1.950 1.533
N -0.460 -4.398 -1.095 -0.430
O -0.693 -3.008 -1.087 1.391
C -1.389 -4.393 -3.334 -1.841
C -3.004 -4.790 -1.499 -1.749
C 0.943 -4.169 0.802 -1.362
H -1.592 -3.579 1.387 -0.013
H -1.279 -5.115 2.205 0.464
H -2.390 -5.076 0.892 0.316
H 0.896 -6.575 -0.345 0.327
H 0.120 -6.843 1.217 0.410
H -2.143 -7.021 -0.082 0.348
H -0.879 -8.127 -0.607 0.470
H -1.982 -7.042 -2.600 0.372
H -0.271 -6.556 -2.447 0.402
H -1.813 -3.382 -3.399 0.308
H -0.375 -4.318 -3.719 0.168
H -1.971 -4.983 -4.065 0.495
H -3.573 -4.976 -2.405 0.556
H -3.257 -5.492 -0.713 0.381
H -3.061 -3.770 -1.158 0.188
H 1.418 -4.571 1.703 0.527
H 0.689 -3.114 1.038 -0.446
H 1.624 -4.158 -0.044 0.265
H -1.481 -2.659 -0.630 -0.163
C 5.206 0.298 -0.946 -1.750
C 3.783 0.469 -1.408 2.115
C 3.677 1.246 -2.715 -1.002
C 4.313 0.535 -3.886 -0.839
C 3.527 -0.700 -4.136 -1.326
C 3.482 -1.650 -2.912 1.504
N 3.077 -0.870 -1.618 0.664
O 3.446 -1.792 -0.588 -0.249
C 2.429 -2.739 -3.164 -1.767
C 4.853 -2.283 -2.786 -1.642
C 3.000 1.187 -0.344 -0.918
H 5.902 -0.151 -1.652 0.314
H 5.271 -0.302 -0.038 0.121
H 5.655 1.260 -0.685 0.490
H 2.622 1.450 -2.939 -0.200
H 4.172 2.210 -2.578 0.581
H 5.386 0.355 -3.776 0.443
H 4.205 1.184 -4.772 0.445
H 3.759 -1.369 -4.956 0.551
H 2.494 -0.384 -4.322 0.187
H 1.436 -2.284 -3.338 0.056
H 2.665 -3.283 -4.082 0.652
H 2.329 -3.444 -2.345 0.376
H 5.064 -2.637 -1.779 0.074
H 4.911 -3.094 -3.539 0.511
H 5.610 -1.574 -3.086 0.397
H 3.019 0.693 0.621 -0.202
H 1.990 1.403 -0.684 -0.577
H 3.421 2.198 -0.164 0.840
H 3.135 -1.522 0.294 -0.100
C 1.204 5.363 1.270 -1.770
C -0.161 4.706 1.059 1.799
C -1.293 5.600 1.671 -1.014
C -1.556 6.823 0.877 -0.746
C -1.983 6.493 -0.533 -0.933
C -0.866 5.647 -1.271 1.408
N -0.436 4.439 -0.363 1.191
O 0.569 3.760 -1.046 -0.266
C -1.445 5.090 -2.591 -1.502
C 0.361 6.508 -1.551 -1.713
C -0.160 3.317 1.668 -1.793
H 1.236 6.457 1.157 0.329
H 1.928 4.903 0.582 0.229
H 1.567 5.168 2.287 0.499
H -2.210 5.003 1.648 0.184
H -0.967 5.762 2.712 0.438
H -0.686 7.504 0.844 0.335
H -2.352 7.418 1.329 0.444
H -2.243 7.300 -1.209 0.486
H -2.879 5.849 -0.559 0.045
H -0.624 4.690 -3.176 0.363
H -2.119 4.261 -2.356 0.021
H -1.958 5.847 -3.166 0.528
H 0.186 7.205 -2.344 0.513
H 0.724 7.044 -0.681 0.333
H 1.202 5.870 -1.890 0.125
H 0.660 2.791 1.230 0.207
H -1.118 2.790 1.511 -0.132
H 0.058 3.464 2.728 0.587
H 0.193 2.935 -1.382 0.142
```


ORCA calculation (ωB97M-V with the def2-TZVPD basis set) on a cluster of 7 separate species, C49H101N5O9 in total in a non-equilibrium geometry.

Properties
calculated total energy = -2878.28974 hartree
E_HOMO = -1.0 eV
net charge = -2
energy relative to the best compared isomer or geometry (same formula, charge and spin) = 7.5 kcal/mol
LUMO level = 3.35 eV

```
164
Properties=species:S:1:pos:R:3:mulliken_charge:R:1
C -0.554 0.358 0.894 0.357
C -1.121 1.444 1.844 0.172
O -2.314 1.745 1.643 -0.661
O -0.343 2.071 2.614 -0.791
H 0.515 0.218 0.744 -0.761
H -0.971 0.330 -0.114 -0.084
H -1.013 -0.522 1.364 0.661
C -5.189 0.190 2.920 -0.111
C -4.579 0.290 4.316 0.327
O -5.209 -0.238 5.276 -0.818
O -3.481 0.872 4.514 -0.592
H -5.222 -0.854 2.598 0.209
H -4.563 0.718 2.193 -0.149
H -6.155 0.678 2.759 0.275
C -8.033 0.408 -0.909 -2.090
C -6.878 1.279 -1.410 2.233
C -6.124 1.664 -0.129 -1.560
C -4.729 2.230 -0.381 -1.067
C -3.954 1.316 -1.324 -0.243
C -4.632 0.946 -2.636 2.781
N -6.040 0.604 -2.386 0.096
O -6.808 0.320 -3.542 -0.493
C -4.474 2.140 -3.627 -1.447
C -3.981 -0.301 -3.278 -1.882
C -7.397 2.637 -1.962 -2.089
H -7.619 -0.567 -0.661 0.438
H -8.829 0.264 -1.650 0.424
H -8.614 0.830 -0.087 0.348
H -6.665 2.294 0.576 0.655
H -5.956 0.768 0.484 0.325
H -4.107 2.230 0.519 0.372
H -4.799 3.245 -0.783 0.323
H -3.738 0.375 -0.804 0.627
H -2.982 1.693 -1.617 -0.925
H -4.822 1.878 -4.632 0.620
H -4.998 3.066 -3.396 0.061
H -3.406 2.354 -3.851 -0.060
H -4.239 -1.167 -2.668 0.560
H -4.432 -0.435 -4.262 0.416
H -2.894 -0.247 -3.342 -0.038
H -8.110 3.013 -1.222 0.475
H -7.994 2.426 -2.855 0.480
H -6.682 3.431 -2.155 0.281
H -6.783 1.123 -4.086 0.356
C 0.821 -1.244 8.136 -2.036
C 0.906 -2.008 6.783 1.687
C 1.374 -3.463 7.097 -1.044
C 1.006 -4.346 5.911 -0.543
C -0.481 -4.292 5.548 -1.253
C -0.859 -2.867 5.061 2.198
N -0.375 -1.961 6.104 0.122
O -0.825 -0.648 5.915 -0.333
C -0.316 -2.569 3.675 -1.933
C -2.415 -2.820 5.039 -2.104
C 2.049 -1.299 6.033 -2.235
H 1.770 -1.247 8.673 0.385
H -0.013 -1.578 8.750 0.499
H 0.699 -0.207 7.815 0.384
H 2.462 -3.506 7.131 0.360
H 0.842 -3.639 8.031 0.410
H 1.225 -5.390 6.181 0.383
H 1.644 -4.221 5.033 0.230
H -1.099 -4.691 6.350 0.355
H -0.582 -4.947 4.677 0.410
H -0.562 -3.376 2.973 0.384
H -0.819 -1.724 3.200 0.398
H 0.763 -2.411 3.609 0.269
H -2.776 -3.344 4.148 0.354
H -2.799 -3.440 5.852 0.355
H -2.837 -1.815 5.064 0.430
H 2.954 -1.324 6.657 0.548
H 1.977 -0.235 5.794 0.667
H 2.438 -1.831 5.157 0.240
H -0.097 -0.218 5.436 0.325
C 5.532 0.983 2.059 -1.435
C 4.730 2.185 2.542 1.856
C 5.573 3.486 2.478 -1.447
C 5.651 4.140 1.102 -0.608
C 4.243 4.365 0.600 -1.455
C 3.404 3.050 0.545 1.632
N 3.462 2.428 1.838 0.052
O 2.573 1.356 2.016 0.080
C 1.982 3.493 0.177 -1.659
C 4.018 2.242 -0.611 -1.269
C 4.423 2.019 4.061 -2.046
H 6.143 0.482 2.819 0.489
H 6.244 1.123 1.241 0.339
H 4.841 0.184 1.781 -0.002
H 5.088 4.167 3.181 0.452
H 6.545 3.217 2.901 0.414
H 6.272 3.564 0.415 0.312
H 6.108 5.127 1.229 0.429
H 4.285 4.655 -0.453 0.410
H 3.747 5.146 1.178 0.441
H 1.599 4.255 0.853 0.464
H 2.035 3.955 -0.815 0.457
H 1.299 2.650 0.074 0.119
H 4.074 2.783 -1.560 0.361
H 5.064 1.945 -0.499 0.379
H 3.470 1.302 -0.727 -0.175
H 5.294 1.788 4.671 0.424
H 3.771 1.143 4.130 0.333
H 3.816 2.869 4.367 0.514
H 1.735 1.784 2.286 0.226
C 4.485 -4.006 -3.474 -2.237
C 3.182 -3.790 -2.697 1.906
C 2.803 -5.188 -2.234 -1.166
C 1.726 -5.135 -1.181 -0.674
C 2.332 -4.410 0.008 -1.375
C 2.778 -2.962 -0.312 2.750
N 3.529 -2.901 -1.584 0.106
O 3.787 -1.571 -1.975 -0.455
C 1.588 -2.032 -0.234 -0.930
C 3.760 -2.556 0.816 -1.940
C 2.245 -3.135 -3.739 -1.928
H 5.326 -4.469 -2.951 0.447
H 4.929 -3.039 -3.743 0.357
H 4.376 -4.493 -4.448 0.400
H 2.457 -5.726 -3.122 0.468
H 3.633 -5.754 -1.810 0.341
H 1.399 -6.129 -0.862 0.458
H 0.815 -4.606 -1.473 0.294
H 3.100 -4.980 0.541 0.442
H 1.587 -4.319 0.806 0.243
H 1.005 -2.029 0.687 0.299
H 1.893 -0.986 -0.344 -0.496
H 0.821 -2.082 -1.021 0.178
H 3.920 -1.481 0.773 -0.153
H 3.519 -2.880 1.827 0.344
H 4.692 -3.052 0.530 0.614
H 1.380 -2.809 -3.148 0.308
H 1.938 -3.801 -4.543 0.447
H 2.638 -2.228 -4.197 0.584
H 2.982 -1.294 -2.440 0.194
C -0.470 1.706 -2.380 -1.371
C 0.224 1.785 -3.731 2.849
C 0.655 0.356 -4.089 -0.804
C 0.899 0.175 -5.575 -1.027
C -0.357 0.538 -6.393 -1.364
C -0.857 1.966 -6.095 0.831
N -0.843 2.159 -4.664 1.324
O -1.640 3.280 -4.274 -0.637
C -0.048 2.967 -6.999 -1.606
C -2.312 1.896 -6.636 -1.478
C 1.393 2.774 -3.694 -1.656
H 0.224 1.247 -1.673 -0.172
H -1.307 1.015 -2.373 -0.680
H -0.792 2.683 -2.026 1.088
H 1.613 0.195 -3.582 -0.160
H -0.031 -0.426 -3.761 0.414
H 1.153 -0.882 -5.712 0.474
H 1.746 0.694 -6.041 0.352
H -1.038 -0.209 -5.969 0.260
H -0.236 0.381 -7.463 0.672
H 0.031 2.479 -7.965 0.385
H -0.549 3.931 -7.089 0.378
H 0.852 3.153 -6.412 0.348
H -2.395 1.258 -7.515 0.372
H -2.918 1.434 -5.867 0.144
H -2.684 2.901 -6.836 0.353
H 2.076 2.795 -2.846 -0.355
H 0.989 3.775 -3.855 0.483
H 2.065 2.564 -4.537 0.450
H -2.250 2.913 -3.607 0.299
```